# 1
The following is a quantum chemistry calculation of one molecule with the formula C4H8N2O2, from the OMol25 dataset.

Structure (ORCA input):
```
! RIJCOSX wB97M-V def2-TZVPD def2/J DEFGRID3
* xyz 0 1
O 1.873 -1.093 0.601
N 2.546 -0.580 -0.494
C 2.070 0.612 -0.668
O 1.134 1.428 0.119
C -0.261 0.842 0.569
C -1.147 0.512 -0.491
C -2.075 -0.382 0.217
N -1.292 -0.891 -0.960
H 1.883 -2.105 0.631
H 2.809 1.022 -1.384
H -0.741 1.762 1.101
H -0.012 0.002 1.145
H -1.524 1.333 -1.139
H -1.580 -0.726 1.176
H -3.240 -0.434 -0.027
H -0.442 -1.301 -0.396
*
```

ΔE to the lowest compared entry with this formula, charge and spin (kJ/mol): 668.36
Structure (SMILES): O/N=C\OC[C@@H]1CN1
Highest occupied orbital energy (eV): -9.633

# 2
The following is a quantum chemistry calculation of one molecule with the formula C4H8O2, from the OMol25 dataset.

Structure (ORCA input):
```
! RIJCOSX wB97M-V def2-TZVPD def2/J DEFGRID3
* xyz 0 1
C -2.317 0.361 -0.177
O -1.090 -0.240 -0.506
C -0.136 -0.076 0.512
C 1.148 -0.727 0.059
C 2.310 0.064 -0.336
O 2.247 -0.559 0.940
H -2.715 -0.030 0.773
H -2.218 1.454 -0.088
H -3.023 0.131 -0.978
H -0.482 -0.546 1.449
H 0.041 0.992 0.727
H 1.033 -1.729 -0.355
H 2.239 1.151 -0.326
H 3.043 -0.353 -1.026
*
```

ΔE to the lowest compared entry with this formula, charge and spin (kJ/mol): 245.07
Structure (SMILES): COC[C@H]1CO1
Highest occupied orbital energy (eV): -10.115

# 3
The following is a quantum chemistry calculation of C6H8O2 as an isolated structure, from the OMol25 dataset.

Structure (ORCA input):
```
! RIJCOSX wB97M-V def2-TZVPD def2/J DEFGRID3
* xyz 0 1
C -2.464 -0.254 -0.446
C -0.998 -0.647 -1.001
C 0.335 -0.495 0.669
C 1.603 0.071 1.214
C 1.646 1.303 0.614
C 0.155 0.256 -0.565
H -1.898 0.371 0.432
H -2.720 -1.468 0.164
H -3.467 0.290 -1.059
H -0.948 -0.888 -2.126
H -0.469 -0.282 1.375
H 1.930 0.155 2.425
H 2.330 2.054 0.704
H 1.096 -0.382 -0.920
O -0.354 -1.691 -0.098
O 0.665 1.534 -0.391
*
```

ΔE to the lowest compared entry with this formula, charge and spin (kJ/mol): 786.43
Highest occupied orbital energy (eV): -9.296

# 4
The following is a quantum chemistry calculation of one molecule with the formula C3H9NO, from the OMol25 dataset.

Structure (ORCA input):
```
! RIJCOSX wB97M-V def2-TZVPD def2/J DEFGRID3
* xyz 0 1
N -1.689 -0.707 -0.749
C -1.191 0.588 -0.376
C 0.011 0.579 0.579
C 1.220 -0.160 0.014
O 2.337 0.022 0.861
H -1.703 -1.364 0.024
H -1.208 -1.135 -1.528
H -0.929 1.150 -1.285
H -1.968 1.213 0.076
H -0.328 0.021 1.468
H 0.310 1.572 0.891
H 1.401 0.275 -0.985
H 1.058 -1.226 -0.131
H 2.678 -0.829 1.142
*
```

ΔE to the lowest compared entry with this formula, charge and spin (kJ/mol): 95.45
Structure (SMILES): NCCCO
Highest occupied orbital energy (eV): -9.181

# 5
The following is a quantum chemistry calculation of a 10-piece molecular cluster, C12H45BF4N3O9 overall, from the OMol25 dataset.

Structure (ORCA input):
```
! RIJCOSX wB97M-V def2-TZVPD def2/J DEFGRID3
* xyz -1 1
B -0.434 -0.186 1.334
F -0.739 0.936 2.064
F -0.723 0.175 0.025
F 0.875 -0.593 1.658
F -1.324 -1.155 1.579
C -4.922 -0.833 -0.321
C -4.275 -2.152 -0.789
C -2.778 -2.020 -1.188
O -2.744 -1.405 -2.490
C -1.517 -0.818 -2.860
N -4.501 -3.111 0.267
H -4.271 -0.493 0.485
H -5.914 -0.988 0.103
H -5.049 -0.275 -1.248
H -4.929 -2.447 -1.610
H -2.235 -2.960 -1.293
H -2.283 -1.432 -0.415
H -1.435 -0.395 -3.861
H -0.746 -1.584 -2.775
H -1.274 0.013 -2.198
H -4.342 -4.038 -0.101
H -5.502 -3.099 0.400
C 0.950 2.058 -2.264
C 1.685 0.831 -2.865
C 2.749 1.152 -3.764
O 2.262 1.987 -4.855
C 2.925 1.932 -6.119
N 2.067 -0.098 -1.763
H 1.505 2.717 -1.596
H 0.098 1.607 -1.755
H 0.385 2.742 -2.899
H 0.961 0.195 -3.373
H 3.259 0.236 -4.059
H 3.444 1.759 -3.184
H 2.337 2.385 -6.917
H 3.094 0.874 -6.324
H 3.908 2.400 -6.172
H 2.675 0.318 -1.072
H 1.227 -0.077 -1.202
C 3.896 0.427 1.771
C 3.424 1.188 3.053
C 2.440 2.391 2.703
O 3.069 3.180 1.756
C 2.200 4.127 1.273
N 2.751 0.165 3.820
H 4.494 1.187 1.268
H 3.029 0.127 1.183
H 4.571 -0.422 1.885
H 4.336 1.542 3.533
H 2.062 2.976 3.542
H 1.525 1.924 2.339
H 2.747 4.538 0.425
H 2.270 4.988 1.938
H 1.130 3.942 1.181
H 1.990 -0.097 3.210
H 2.322 0.517 4.663
O 0.350 -3.154 1.760
H 1.089 -3.118 2.368
H 0.069 -2.243 1.671
O -1.958 -4.697 0.523
H -1.009 -4.576 0.555
H -2.316 -3.822 0.673
O -2.505 2.695 -0.222
H -2.837 2.436 -1.081
H -2.026 1.927 0.092
O 2.950 -2.762 3.246
H 3.792 -2.836 2.798
H 2.810 -1.819 3.338
O -3.252 0.298 3.251
H -3.580 1.124 2.895
H -2.346 0.249 2.947
O -4.247 -2.278 3.295
H -3.698 -1.495 3.250
H -4.010 -2.782 2.517
*
```

ΔE to the lowest compared entry with this formula, charge and spin (kJ/mol): 187.99
Highest occupied orbital energy (eV): -7.040

# 6
The following is a quantum chemistry calculation of a 11-piece molecular cluster, C38H105N15O14 overall, from the OMol25 dataset.

Structure (ORCA input):
```
! RIJCOSX wB97M-V def2-TZVPD def2/J DEFGRID3
* xyz 0 1
C 19.382 12.017 13.104
O 19.397 12.844 12.002
C 18.345 13.873 12.051
C 18.278 14.434 10.552
C 19.586 15.037 10.046
N 17.176 15.308 10.460
H 19.590 12.685 13.940
H 20.047 11.156 13.170
H 18.379 11.621 13.264
H 17.332 13.580 12.327
H 18.607 14.701 12.709
H 18.058 13.598 9.887
H 19.541 15.204 8.970
H 20.386 14.332 10.269
H 19.946 15.997 10.418
H 16.414 14.762 10.836
H 16.979 15.219 9.473
C 10.109 21.625 15.005
O 11.025 20.859 14.292
C 12.384 21.327 14.388
C 13.401 20.467 13.579
C 13.261 18.937 13.886
N 14.797 20.863 13.848
H 9.085 21.614 14.633
H 10.343 22.688 14.952
H 10.110 21.276 16.037
H 12.573 22.348 14.054
H 12.577 21.278 15.460
H 13.207 20.598 12.515
H 13.638 18.697 14.880
H 13.922 18.381 13.220
H 12.312 18.471 13.621
H 15.352 20.097 13.494
H 15.131 20.846 14.801
C 13.315 9.225 12.909
O 13.428 10.208 13.887
C 14.770 10.522 14.338
C 14.800 11.918 15.134
C 16.147 12.459 15.384
N 14.109 11.683 16.417
H 13.763 9.514 11.958
H 12.296 9.033 12.573
H 13.715 8.259 13.218
H 15.180 9.621 14.794
H 15.352 10.658 13.427
H 14.287 12.686 14.555
H 16.166 13.002 16.329
H 16.428 13.086 14.538
H 16.894 11.670 15.476
H 13.243 11.243 16.139
H 14.624 10.993 16.946
C 10.599 10.516 17.403
O 10.398 10.434 15.956
C 10.640 11.691 15.358
C 10.532 11.657 13.863
C 10.997 12.956 13.247
N 9.079 11.401 13.668
H 10.083 9.683 17.881
H 10.121 11.392 17.839
H 11.619 10.553 17.787
H 10.071 12.554 15.703
H 11.669 11.915 15.639
H 11.107 10.792 13.530
H 10.859 12.971 12.166
H 12.061 13.131 13.403
H 10.330 13.756 13.571
H 8.526 12.159 14.040
H 8.891 10.600 14.253
C 12.118 10.894 6.839
O 12.210 11.666 7.992
C 11.517 12.919 7.966
C 10.373 12.778 9.012
N 9.139 12.099 8.539
C 8.281 11.582 9.618
C 8.925 10.245 10.258
O 9.090 9.270 9.250
C 7.939 8.572 8.800
H 11.096 10.564 6.655
H 12.747 10.007 6.909
H 12.476 11.430 5.960
H 11.061 13.007 6.980
H 12.221 13.687 8.285
H 10.061 13.777 9.316
H 10.785 12.366 9.933
H 9.387 11.275 8.011
H 7.289 11.295 9.269
H 8.198 12.131 10.556
H 8.237 9.939 11.045
H 9.906 10.446 10.689
H 7.234 8.446 9.621
H 8.294 7.563 8.591
H 7.569 9.155 7.957
C 16.178 21.118 10.605
O 15.523 20.868 9.405
C 14.911 19.559 9.516
C 14.329 19.167 8.163
N 13.965 17.743 7.993
C 15.135 16.869 7.802
C 14.642 15.443 7.446
O 15.735 14.569 7.074
C 15.380 13.167 7.107
H 15.358 21.246 11.311
H 16.723 22.052 10.466
H 16.796 20.327 11.029
H 14.126 19.467 10.267
H 15.569 18.818 9.971
H 14.990 19.402 7.328
H 13.513 19.817 7.848
H 13.304 17.556 7.253
H 15.853 16.974 8.614
H 15.587 17.236 6.881
H 13.845 15.396 6.704
H 14.116 15.048 8.315
H 16.124 12.553 7.614
H 15.305 12.776 6.092
H 14.437 13.058 7.643
C 7.633 17.794 6.868
O 8.477 16.660 6.967
C 9.505 16.766 7.949
C 8.986 16.461 9.372
N 9.985 16.561 10.475
C 9.338 16.118 11.690
C 10.095 16.370 12.959
O 9.498 15.787 14.123
C 10.375 15.691 15.214
H 6.795 17.592 6.200
H 8.239 18.499 6.300
H 7.313 18.227 7.816
H 10.076 17.693 7.906
H 10.263 16.014 7.730
H 8.610 15.438 9.413
H 8.121 17.098 9.559
H 10.927 16.267 10.257
H 9.139 15.056 11.550
H 8.452 16.697 11.950
H 10.421 17.405 13.057
H 11.021 15.834 12.753
H 9.856 15.174 16.021
H 10.678 16.651 15.633
H 11.243 15.080 14.967
N 14.771 10.831 10.039
C 14.543 12.030 10.566
N 13.366 12.377 10.303
O 15.440 12.787 10.959
H 15.758 10.628 10.119
H 14.089 10.217 9.618
H 12.726 11.665 9.982
H 13.076 13.344 10.265
N 16.391 16.716 13.024
C 17.167 17.741 12.832
N 17.848 17.640 11.722
O 17.251 18.689 13.558
H 15.844 16.635 13.869
H 16.506 15.933 12.397
H 18.525 18.320 11.408
H 17.783 16.805 11.158
N 13.489 16.596 16.750
C 13.754 15.493 16.088
N 13.523 14.486 16.891
O 14.323 15.510 14.997
H 13.756 17.488 16.359
H 13.176 16.489 17.704
H 13.117 14.699 17.790
H 13.754 13.554 16.578
N 13.546 15.247 12.323
C 13.319 15.807 11.140
N 14.148 16.763 10.844
O 12.436 15.444 10.422
H 14.211 15.654 12.965
H 13.090 14.362 12.494
H 14.807 17.087 11.537
H 14.062 17.186 9.931
*
```

ΔE to the lowest compared entry with this formula, charge and spin (kJ/mol): 276.85
Structure (SMILES): COC[C@H](C)N.COC[C@H](C)N.COC[C@H](C)N.COC[C@H](C)N.COCCNCCOC.COCCNCCOC.COCCNCCOC.NC(N)=O.NC(N)=O.NC(N)=O.NC(N)=O
Highest occupied orbital energy (eV): -7.795

# 7
The following is a quantum chemistry calculation of C30H62 as an isolated structure, from the OMol25 dataset.

Structure (ORCA input):
```
! RIJCOSX wB97M-V def2-TZVPD def2/J DEFGRID3
* xyz 0 1
C -2.849 -1.232 -2.493
H -1.945 -1.764 -3.096
H -2.296 -0.417 -1.925
H -3.428 -0.725 -3.347
C -3.764 -2.386 -1.964
C -5.074 -1.571 -1.213
H -5.665 -1.136 -1.903
H -4.742 -0.695 -0.677
H -5.733 -2.156 -0.850
C -2.997 -2.931 -0.670
C -1.883 -3.495 -1.099
H -2.214 -4.199 -2.088
C -1.272 -4.826 -0.155
H -2.055 -5.282 0.234
H -0.461 -5.220 -0.582
C -0.927 -4.007 1.392
C -0.334 -5.207 2.297
H -1.209 -5.800 2.548
H 0.059 -4.484 3.115
H 0.432 -5.560 1.945
C 0.149 -2.879 0.983
C 1.351 -3.203 0.500
H 1.228 -3.452 -0.631
H 1.834 -4.123 1.007
C 2.486 -1.988 0.100
H 2.046 -1.220 0.052
H 2.887 -2.204 1.352
C 3.698 -2.204 -0.654
C 4.367 -3.666 -0.162
H 3.861 -4.555 -0.308
H 5.315 -3.627 -0.985
H 4.777 -3.605 0.625
H 3.292 -2.435 -1.617
C 4.587 -1.285 -0.626
C 3.962 0.057 -1.160
C 5.010 1.500 -1.044
C 4.421 2.617 -1.793
H 5.130 3.420 -1.191
H 4.240 2.553 -2.685
C 2.937 3.184 -0.924
C 2.694 4.277 -1.537
H 1.496 4.740 -1.105
H 3.227 5.108 -1.462
H 2.506 4.078 -2.749
C 3.037 3.296 0.429
C 1.951 3.304 1.203
H 1.305 4.086 0.835
C 1.086 1.945 1.196
H 0.651 2.025 0.026
C -0.404 2.212 2.126
C 0.144 1.872 3.470
H -0.708 1.998 4.132
H 0.645 0.854 3.495
H 0.985 2.391 3.959
H -0.562 3.094 2.165
C -1.316 1.265 1.813
C -2.196 1.612 0.340
C -3.290 2.727 0.864
H -2.698 3.576 1.452
H -3.838 2.234 1.710
C -3.804 3.356 -0.468
C -4.704 4.560 0.211
H -4.125 5.287 0.638
H -5.355 5.067 -0.611
H -5.528 4.068 0.786
C -4.653 2.391 -1.196
H -5.444 1.877 -0.567
H -5.137 3.128 -1.906
H -4.202 1.623 -1.611
H -3.023 3.920 -0.603
H -1.445 2.226 -0.227
H -2.617 0.806 0.049
H -2.123 0.959 2.399
H -0.870 0.466 1.177
H 1.641 1.089 1.415
H 2.106 3.636 2.172
H 3.589 2.460 0.881
H 3.767 4.141 0.665
H 2.522 2.368 -1.429
H 5.302 1.375 0.062
H 5.789 1.060 -1.586
H 3.187 0.264 -0.610
H 3.655 -0.087 -2.008
H 4.974 -1.092 0.537
H 5.713 -1.285 -1.320
H 0.423 -2.355 2.011
H -0.212 -1.953 0.454
H -1.740 -3.808 1.632
H -1.052 -3.131 -1.251
H -3.870 -3.582 -0.108
H -2.575 -2.247 0.186
H -4.125 -3.069 -2.442
*
```

ΔE to the lowest compared entry with this formula, charge and spin (kJ/mol): 3402.67
Highest occupied orbital energy (eV): -8.450

# 8
The following is a quantum chemistry calculation of CCl3OP as an isolated structure, from the OMol25 dataset.

Structure (ORCA input):
```
! RIJCOSX wB97M-V def2-TZVPD def2/J DEFGRID3
* xyz 0 1
C -0.002 -0.687 -0.429
O -1.119 2.231 -0.250
P -1.072 0.142 0.722
Cl -0.090 0.082 2.417
Cl -0.047 -0.218 -2.032
Cl 0.503 -2.283 -0.103
*
```

ΔE to the lowest compared entry with this formula, charge and spin (kJ/mol): 659.22
Highest occupied orbital energy (alpha / beta) (eV): -9.241 / -9.266

# 9
The following is a quantum chemistry calculation of an isolated ion of composition C5H12NO2 and charge +2, from the OMol25 dataset.

Structure (ORCA input):
```
! RIJCOSX wB97M-V def2-TZVPD def2/J DEFGRID3
* xyz 2 2
O 0.779 0.787 2.680
C -0.267 0.757 2.099
O -1.325 1.270 2.704
C -0.446 0.105 0.757
C 0.295 0.718 -0.323
C -0.090 0.525 -1.741
C 0.573 -0.644 -2.342
N -0.048 -1.385 1.057
H -1.125 1.750 3.498
H -1.559 -0.050 0.614
H 1.451 0.653 -0.353
H 0.512 1.825 -0.110
H -1.314 0.378 -1.838
H 0.072 1.506 -2.275
H -0.084 -1.570 -2.459
H 1.546 -0.939 -1.933
H 0.699 -0.519 -3.446
H -0.477 -1.688 2.011
H 0.962 -1.493 1.230
H -0.153 -1.984 0.170
*
```

⟨S²⟩: 0.76
ΔE to the lowest compared entry with this formula, charge and spin (kJ/mol): 240.83
Highest occupied orbital energy (alpha / beta) (eV): -19.329 / -18.708